Entry 1:
Formula: C2H2AgFO2
Source: the Open Molecules 2025 dataset
Level of theory: wB97M-V/def2-TZVPD

```
8
Properties=species:S:1:pos:R:3:mulliken_charge:R:1
H 0.804 1.560 -1.386 0.24
O 1.144 -0.442 -0.981 -0.35
C 0.635 0.451 -1.599 0.17
C -0.890 0.446 -1.828 0.07
O -1.500 -0.528 -1.438 -0.38
H -1.298 1.140 -2.585 0.34
F -0.391 -4.374 0.372 -0.79
Ag -0.341 -2.485 -0.360 0.70
```

The value obtained for the HOMO-LUMO gap is 6.780 eV. The value obtained for the energy relative to the best compared isomer or geometry (same formula, charge and spin) is 0.559 eV. The calculation puts the HOMO energy at -9.47 eV. The LUMO energy comes out at -2.69 eV.

=====

Entry 2:
Formula: C21H25N5O7
Source: the Open Molecules 2025 dataset
Level of theory: wB97M-V/def2-TZVPD

```
58
Properties=species:S:1:pos:R:3:mulliken_charge:R:1
O -0.671 -0.181 -1.048 -0.63
C 0.088 0.211 -0.169 0.16
O -0.368 0.730 1.005 -0.49
C 1.564 0.136 -0.391 0.16
C 2.441 0.695 0.557 -0.55
C 3.842 0.673 0.388 0.04
C 4.700 1.300 1.421 0.86
O 5.913 1.322 1.286 -0.70
O 4.085 1.838 2.498 -0.43
C 4.324 0.045 -0.781 0.29
N 5.697 -0.057 -1.035 -0.12
C 6.282 -0.939 -2.058 -0.70
C 7.743 -1.189 -1.787 0.39
C 8.263 -2.489 -1.898 -0.51
C 9.627 -2.729 -1.702 -0.58
C 10.485 -1.672 -1.391 -0.41
C 9.979 -0.374 -1.276 -0.60
C 8.616 -0.133 -1.478 -0.33
C 3.385 -0.485 -1.691 -0.23
N 2.060 -0.446 -1.504 -0.55
H -1.340 0.760 0.930 0.48
H 2.010 1.164 1.438 0.58
H 4.803 2.197 3.040 0.36
H 6.314 0.277 -0.282 0.37
H 5.752 -1.897 -2.069 0.49
H 6.176 -0.479 -3.046 0.32
H 7.610 -3.322 -2.143 0.31
H 10.018 -3.738 -1.791 0.38
H 11.545 -1.858 -1.241 0.36
H 10.645 0.449 -1.035 0.37
H 8.241 0.885 -1.403 0.42
H 3.735 -0.956 -2.603 0.51
C -7.281 2.103 3.766 -0.95
N -6.932 1.225 2.652 -0.08
C -7.135 1.515 1.362 0.29
O -7.581 2.600 1.000 -0.68
C -6.764 0.438 0.318 -0.01
C -5.302 0.565 -0.162 -1.13
C -4.308 0.027 0.853 0.67
N -3.076 -0.205 0.479 -0.47
O -4.619 -0.258 1.994 -0.71
N -7.649 0.498 -0.853 -0.08
C -8.678 -0.295 -1.149 0.73
C -9.023 -1.465 -0.248 -1.05
O -9.343 -0.092 -2.151 -0.67
H -6.826 3.085 3.619 0.30
H -6.924 1.679 4.705 0.35
H -8.364 2.224 3.816 0.30
H -6.416 0.377 2.858 0.26
H -6.870 -0.534 0.799 0.31
H -5.175 -0.008 -1.080 0.51
H -5.069 1.609 -0.373 0.39
H -2.554 -0.784 1.116 0.32
H -2.787 -0.109 -0.488 0.23
H -7.549 1.299 -1.457 0.24
H -9.228 -1.103 0.757 0.32
H -8.197 -2.173 -0.239 0.28
H -9.914 -1.955 -0.640 0.31
```

The value obtained for the HOMO-LUMO gap is 8.342 eV. The value obtained for the energy relative to the best compared isomer or geometry (same formula, charge and spin) is 0.000 eV. The calculation puts the HOMO energy at -8.83 eV. The LUMO energy comes out at -0.49 eV.

=====

Entry 3:
Formula: C23H32Cl4F2O3
Source: the Open Molecules 2025 dataset
Level of theory: wB97M-V/def2-TZVPD

```
64
Properties=species:S:1:pos:R:3:mulliken_charge:R:1
F -5.453 -28.059 -6.508 -0.32
C -4.894 -28.367 -5.316 0.34
C -4.476 -29.656 -5.080 -0.56
C -3.913 -29.957 -3.844 -0.34
C -3.729 -28.975 -2.897 -0.30
C -4.154 -27.675 -3.150 -0.25
C -4.763 -27.370 -4.363 -0.62
H -4.566 -30.425 -5.836 0.41
H -3.612 -30.984 -3.682 0.37
H -3.301 -29.226 -1.936 0.43
H -4.068 -26.913 -2.386 0.39
H -5.110 -26.372 -4.603 0.45
F -7.086 -25.620 1.334 -0.16
C -5.814 -25.889 1.720 0.06
C -5.371 -25.378 2.919 -0.62
C -4.058 -25.617 3.301 -0.38
C -3.211 -26.303 2.456 -0.76
C -3.692 -26.803 1.254 0.19
C -4.991 -26.584 0.859 -0.44
H -6.040 -24.756 3.502 0.64
H -3.724 -25.233 4.256 0.46
H -2.168 -26.504 2.672 0.44
H -3.028 -27.343 0.595 0.05
H -5.366 -26.959 -0.085 0.48
C -6.245 -26.305 7.386 -1.10
C -6.514 -24.875 7.014 0.81
C -6.465 -23.843 8.118 -1.13
O -6.716 -24.544 5.865 -0.50
H -6.326 -26.937 6.506 0.27
H -6.907 -26.641 8.183 0.37
H -5.220 -26.379 7.766 0.31
H -6.866 -22.907 7.729 0.31
H -5.421 -23.670 8.388 0.30
H -7.014 -24.143 9.008 0.36
C -1.887 -30.348 0.718 -0.51
C -0.518 -30.937 0.399 0.70
C -0.129 -30.956 -1.070 -0.92
O 0.197 -31.431 1.236 -0.56
H -1.919 -29.409 0.158 -0.18
H -2.012 -30.178 1.779 0.32
H -2.616 -31.017 0.258 0.35
H 0.240 -29.986 -1.415 0.24
H -1.012 -31.144 -1.685 0.23
H 0.638 -31.717 -1.175 0.35
C -10.279 -24.832 0.924 -0.96
C -10.339 -25.600 -0.369 0.88
C -9.937 -27.041 -0.315 -0.98
O -10.704 -25.083 -1.399 -0.57
H -10.905 -25.312 1.684 0.37
H -10.686 -23.829 0.776 0.29
H -9.280 -24.738 1.346 0.14
H -9.218 -27.218 0.486 0.23
H -9.503 -27.354 -1.263 0.30
H -10.822 -27.651 -0.121 0.32
Cl -5.702 -22.280 1.035 -0.14
C -6.260 -22.841 -0.529 0.06
Cl -5.000 -23.743 -1.404 -0.12
H -7.089 -23.520 -0.381 -0.18
H -6.535 -22.001 -1.151 0.38
Cl -0.659 -26.575 -0.526 -0.06
C -0.576 -24.926 -1.145 -0.34
Cl -0.626 -24.891 -2.919 -0.16
H -1.446 -24.392 -0.787 0.21
H 0.365 -24.491 -0.843 0.36
```

The value obtained for the HOMO-LUMO gap is 9.857 eV. The calculation puts the HOMO energy at -9.34 eV. The LUMO energy comes out at 0.52 eV.

=====

Entry 4:
Formula: C5H11N2O
Source: the Open Molecules 2025 dataset
Level of theory: wB97M-V/def2-TZVPD

```
19
Properties=species:S:1:pos:R:3:lowdin_spin:R:1
C -1.535 0.706 -0.223 0.55
C 0.135 -0.387 0.899 0.05
C 0.411 -0.486 -0.641 0.04
C -1.771 0.284 2.298 0.06
C 2.523 -0.154 -1.898 0.00
N -1.082 0.441 1.000 0.64
N -0.711 0.349 -1.141 0.49
O 1.727 -0.106 -0.682 0.01
H -2.492 1.150 -0.365 0.04
H -0.103 -1.323 1.396 0.02
H 1.034 0.123 1.308 0.02
H 0.156 -1.513 -1.039 0.02
H -1.487 -0.785 2.549 0.03
H -1.119 0.971 3.045 0.03
H -2.806 0.552 2.094 0.00
H 2.271 -1.134 -2.372 0.00
H 3.523 0.036 -1.502 0.00
H 2.309 0.637 -2.589 0.00
H -0.981 0.641 -2.137 0.00
```

The value obtained for the HOMO-LUMO gap (spin up / spin down) is 7.224 / 7.417 eV. Its total charge is +1. The value obtained for the energy relative to the best compared isomer or geometry (same formula, charge and spin) is 3.401 eV. The calculation puts the HOMO energy (spin up / spin down) at -9.93 / -14.84 eV. As for the spin multiplicity: 3. Its expectation value of S² is 2.01. The LUMO energy (spin up / spin down) comes out at -2.70 / -7.42 eV.

=====

Entry 5:
Formula: C47H82F7IN5O5S
Source: the Open Molecules 2025 dataset
Level of theory: wB97M-V/def2-TZVPD

```
148
Properties=species:S:1:pos:R:3:mulliken_charge:R:1
C 7.708 -6.368 3.283 -0.08
C 6.956 -5.858 2.470 -1.63
C 5.936 -5.179 1.514 0.24
C 4.747 -4.357 2.203 0.20
O 4.454 -5.373 3.215 -0.66
C 3.570 -4.106 1.071 0.16
N 4.428 -3.413 0.088 0.30
C 4.531 -3.830 -1.135 0.47
C 4.138 -2.771 -2.282 -1.12
C 5.055 -5.213 -1.704 -1.16
C 2.694 -5.333 0.630 -2.17
I 1.436 -6.280 2.152 0.24
C 1.672 -5.135 -0.564 0.58
C 1.572 -6.495 -1.443 -1.43
N 2.860 -2.892 1.709 1.32
C 2.223 -1.979 0.713 -0.04
C 0.741 -1.485 0.982 0.67
O 0.668 -0.165 0.379 -0.61
C -0.421 -2.296 0.295 0.54
F -1.531 -1.425 0.273 -0.16
F -0.808 -3.342 1.131 -0.27
F -0.217 -2.644 -1.027 -0.26
C 3.493 -2.369 2.976 0.34
C 2.606 -3.089 4.137 -1.01
C 1.157 -2.509 4.358 -0.27
C 0.868 -1.756 5.486 -0.95
C 3.372 -0.871 3.450 -1.87
O 2.329 -0.023 2.962 0.05
C 1.918 0.968 3.871 0.70
C 0.422 1.217 3.928 -0.01
C -0.206 2.198 4.857 -0.68
C 0.689 2.982 5.795 -0.50
C 2.179 2.751 5.734 -0.57
C 2.802 1.744 4.785 -0.56
C 5.047 -2.931 2.953 0.43
C 5.583 -3.100 4.456 0.05
C 7.093 -3.445 4.671 -1.24
F 5.374 -1.918 5.276 -0.40
S 6.221 -1.739 2.137 1.36
O 5.447 -0.866 1.200 -0.62
O 6.812 -0.762 3.083 -0.59
C 7.602 -2.303 1.071 0.46
F 8.461 -1.196 0.963 -0.20
F 7.217 -2.526 -0.266 -0.16
F 8.410 -3.345 1.435 -0.20
H 8.551 -6.716 3.937 0.41
H 6.508 -4.685 0.689 0.17
H 5.424 -6.062 0.991 0.63
H 4.308 -6.240 2.798 0.72
H 4.597 -3.103 -3.270 0.53
H 3.019 -2.657 -2.377 0.13
H 4.667 -1.801 -2.011 0.29
H 4.253 -6.027 -1.729 0.14
H 5.978 -5.609 -1.190 0.18
H 5.349 -5.078 -2.798 0.48
H 3.407 -6.159 0.304 0.69
H 0.632 -4.972 -0.170 0.48
H 1.896 -4.317 -1.302 -0.25
H 0.520 -6.917 -1.314 0.37
H 2.273 -7.303 -1.085 0.40
H 1.659 -6.281 -2.557 0.32
H 2.012 -3.407 2.045 0.75
H 2.898 -1.067 0.613 0.61
H 2.151 -2.391 -0.346 -0.76
H 0.448 -1.319 2.055 -0.54
H 1.375 0.401 0.748 0.47
H 2.460 -4.194 3.976 0.08
H 3.086 -2.980 5.165 0.81
H 0.289 -2.712 3.672 0.32
H 1.642 -1.577 6.298 0.23
H -0.169 -1.319 5.630 0.30
H 3.259 -0.892 4.590 0.61
H 4.324 -0.241 3.358 0.61
H -0.260 0.609 3.253 0.23
H -1.330 2.322 4.879 0.39
H 0.228 3.712 6.522 0.35
H 2.878 3.319 6.422 0.34
H 3.911 1.570 4.786 0.35
H 4.979 -3.863 5.046 0.56
H 7.735 -3.660 3.782 0.24
H 7.160 -4.363 5.345 0.29
H 7.628 -2.630 5.264 0.35
C -6.898 1.345 -1.737 -1.41
C -5.461 1.195 -1.252 -0.22
N -4.881 2.424 -0.729 0.27
C -3.442 2.330 -0.508 -0.36
C -2.948 1.352 0.559 -0.49
C -5.629 3.089 0.331 -0.28
C -5.905 2.298 1.611 -1.09
H -6.976 2.122 -2.502 0.29
H -7.238 0.404 -2.178 0.42
H -7.584 1.587 -0.922 0.36
H -4.867 0.865 -2.111 0.34
H -5.425 0.382 -0.515 0.18
H -3.046 3.326 -0.282 -0.39
H -2.972 2.054 -1.460 0.43
H -3.108 1.739 1.567 0.08
H -1.871 1.198 0.447 0.29
H -3.422 0.372 0.481 0.25
H -6.590 3.414 -0.080 0.47
H -5.126 4.025 0.596 -0.10
H -6.211 1.269 1.412 0.25
H -6.716 2.773 2.169 0.40
H -5.037 2.280 2.270 0.27
C 0.059 9.580 -0.260 -1.42
C -1.327 8.958 -0.128 -0.30
N -1.720 8.140 -1.268 0.14
C -3.130 7.764 -1.244 -0.93
C -3.603 6.853 -0.111 -0.35
C -0.800 7.073 -1.641 -0.77
C -0.472 6.013 -0.587 -0.38
H 0.134 10.184 -1.167 0.33
H 0.253 10.233 0.595 0.43
H 0.848 8.825 -0.276 0.29
H -2.038 9.784 -0.029 0.42
H -1.367 8.393 0.812 0.24
H -3.396 7.302 -2.201 0.37
H -3.723 8.684 -1.205 0.39
H -3.298 5.817 -0.271 -0.27
H -4.696 6.856 -0.067 0.44
H -3.241 7.177 0.867 0.28
H 0.140 7.531 -1.966 0.37
H -1.174 6.573 -2.540 0.32
H -0.295 6.443 0.401 0.24
H 0.439 5.480 -0.874 0.40
H -1.262 5.267 -0.505 -0.20
C -7.045 -0.063 -9.011 -1.42
C -5.882 0.401 -8.141 -0.32
N -6.290 1.053 -6.904 0.10
C -5.187 1.711 -6.212 -0.68
C -4.062 0.829 -5.665 -0.80
C -7.198 0.299 -6.048 -0.59
C -6.730 -1.068 -5.547 -0.94
H -7.709 0.770 -9.256 0.33
H -6.664 -0.475 -9.947 0.43
H -7.633 -0.847 -8.527 0.30
H -5.303 1.113 -8.737 0.44
H -5.225 -0.458 -7.951 0.25
H -5.587 2.318 -5.392 0.33
H -4.740 2.435 -6.902 0.39
H -4.363 0.308 -4.754 0.02
H -3.201 1.450 -5.403 0.40
H -3.717 0.091 -6.392 0.29
H -8.140 0.159 -6.587 0.36
H -7.476 0.913 -5.185 0.25
H -6.240 -1.658 -6.325 0.31
H -7.591 -1.646 -5.199 0.38
H -6.048 -0.975 -4.702 0.18
```

The value obtained for the HOMO-LUMO gap is 5.730 eV. Its total charge is +1. The calculation puts the HOMO energy at -9.14 eV. The LUMO energy comes out at -3.41 eV.

=====

Entry 6:
Formula: C2H4O2
Source: the Open Molecules 2025 dataset
Level of theory: wB97M-V/def2-TZVPD

```
8
Properties=species:S:1:pos:R:3:mulliken_charge:R:1
C -0.940 -0.349 -0.003 -0.56
O -0.118 0.832 -0.043 -0.26
C 1.167 0.536 0.000 0.20
O 1.690 -0.582 -0.030 -0.52
H -0.851 -0.731 1.014 0.26
H -2.006 -0.076 -0.252 0.23
H -0.637 -1.093 -0.713 0.29
H 1.695 1.463 0.026 0.37
```

The value obtained for the HOMO-LUMO gap is 11.731 eV. The value obtained for the energy relative to the best compared isomer or geometry (same formula, charge and spin) is 0.922 eV. The calculation puts the HOMO energy at -10.81 eV. The LUMO energy comes out at 0.92 eV.